1.
Molecular formula: C21H36F3LiN6O4PS3Te
Method: DFT, ωB97M-V with the def2-TZVPD basis set

```
76
Properties=species:S:1:pos:R:3:mulliken_charge:R:1
H -6.196 -1.813 -0.169 0.3095
C -1.853 1.507 2.756 0.5081
H 3.332 5.078 -3.106 0.2357
C 0.334 -1.891 0.125 -0.7188
C 2.154 -1.204 1.732 -0.1046
N -0.614 1.998 2.992 -0.1970
C 1.034 -5.652 3.265 -0.4555
H -0.164 -2.727 4.511 0.3689
H 5.474 -1.967 1.087 0.3523
P 1.231 4.030 -1.558 0.1411
N 1.603 -1.991 0.610 0.3256
C -1.230 -2.165 2.147 0.1489
H -2.181 0.901 4.694 0.2215
C -0.287 -4.518 1.602 -0.0601
H -3.845 -3.718 -0.612 0.1417
H -0.593 5.363 -3.251 0.2804
H -4.992 -2.216 0.990 0.3452
H 4.179 -3.078 1.488 0.2648
H -6.023 -2.962 -2.706 0.2535
H 5.830 4.265 -2.740 0.3954
S -2.522 1.552 1.190 -0.4756
C -4.821 -3.304 -0.899 -0.5510
H 2.295 -2.286 -0.084 0.3193
H 5.031 -2.210 2.821 0.2931
H 0.515 8.214 -2.707 0.2766
H -0.181 2.630 2.264 -0.1579
H 1.610 -0.230 1.644 0.1282
C -0.474 -3.405 2.505 0.2956
C 4.982 3.587 -2.570 -1.1748
H 3.817 5.120 -1.385 0.2906
F 1.585 1.543 -3.878 -0.1105
C 3.643 -0.933 1.579 -0.6814
C -3.881 -0.891 -1.901 0.3788
N -0.677 -1.458 1.053 0.7647
C -4.937 -3.072 -2.413 -0.5590
S -3.097 0.449 -2.553 -0.5213
H 1.202 -4.710 5.167 0.3860
S -0.116 -2.339 -1.408 -0.1919
C 3.749 4.434 -2.275 -0.1201
O -2.248 -1.742 2.686 -0.6265
F 1.965 -0.580 -3.818 -0.1026
H -0.792 7.666 -3.889 0.3418
C -5.118 -2.057 -0.076 -0.5648
C -0.053 6.073 -2.641 -0.2051
H -0.293 2.183 3.963 0.2095
O 2.707 3.478 -1.888 0.1347
H 3.849 -0.138 2.298 0.4755
C 4.647 -2.097 1.788 -1.0951
C 0.031 -3.522 3.786 -0.3746
F 1.983 0.542 -1.905 -0.0384
H 4.823 3.099 -3.542 0.3060
H 1.865 -1.654 2.684 0.1116
C 0.785 -4.634 4.172 -0.5690
O 0.090 3.164 -1.960 -0.7124
H 1.658 -6.456 3.592 0.4044
H -3.282 0.327 3.445 0.2009
Te 1.414 4.359 0.885 -0.4240
H -4.529 -3.944 -2.952 0.3703
H -5.488 -4.133 -0.633 0.3953
H 3.769 -0.453 0.585 0.2644
H -3.910 -0.258 0.038 -0.0846
N -2.583 1.003 3.777 -0.4010
H -0.785 -4.537 0.635 0.4136
C 0.162 7.396 -3.395 -1.1928
H -3.858 -1.712 -3.701 0.1904
N -4.255 -1.014 -0.589 0.0851
H 0.904 7.322 -4.177 0.3311
C 1.382 0.418 -3.145 -0.6197
H 5.231 2.869 -1.743 0.2330
O 1.209 5.385 -2.359 -0.1765
Li -1.287 2.091 -1.247 0.6692
H 0.763 -6.336 1.241 0.4214
C 0.528 -5.568 1.965 -0.6899
N -4.201 -1.869 -2.754 -0.1313
H -1.402 -0.875 0.588 -0.2034
H -0.597 6.274 -1.716 0.3074
```

The calculation puts the frontier orbital gap at 3.607 eV. The net charge is -1. For the LUMO energy, the calculation gives 2.1157 eV. Its energy above the lowest of the compared OMol25 structures with the same formula, charge and spin is 0.0 kcal per mole.



2.
Molecular formula: C10H16O
Method: DFT, ωB97M-V with the def2-TZVPD basis set

```
27
Properties=species:S:1:pos:R:3:mulliken_charge:R:1
C 0.829 1.445 1.579 -0.6443
H -1.355 -1.393 -0.891 0.4108
H 2.491 0.310 -3.945 0.4220
C -0.166 1.035 0.786 -0.4790
C 1.343 0.525 2.568 0.8284
C -0.687 -0.234 0.859 0.2056
H -3.184 -0.447 1.395 0.3403
H 1.276 2.461 1.397 0.2970
C 0.818 -0.820 2.659 -0.6202
H -1.766 0.133 -0.985 0.3008
H 1.302 -1.601 3.223 0.3195
C 1.677 0.732 -3.561 -1.1089
H 0.006 0.203 -2.236 -0.0174
C -0.210 -1.151 1.791 -0.4280
C -3.111 -0.793 0.340 -1.2414
H -0.660 -2.144 1.773 0.3546
C -1.752 -0.575 -0.203 -0.7158
H 2.452 0.385 4.039 0.3006
H 1.717 0.012 -1.559 0.2600
H 1.026 -1.194 -2.732 0.3366
H 0.836 0.799 -4.356 0.2378
H -3.847 -0.167 -0.222 0.3225
C 1.079 -0.128 -2.411 -0.4352
O 2.207 1.071 3.386 -0.5022
H -3.425 -1.824 0.406 0.3068
H -0.602 1.598 0.096 0.6530
H 1.706 1.765 -3.195 0.2963
```

The calculation puts the frontier orbital gap at 8.813 eV. The net charge is 0. For the LUMO energy, the calculation gives 0.8127 eV. Its energy above the lowest of the compared OMol25 structures with the same formula, charge and spin is 52.5 kcal per mole. The SMILES is CCc1ccc(O)cc1.CC.



3.
Molecular formula: C31H51Cl2CoN2OP
Method: DFT, ωB97M-V with the def2-TZVPD basis set

```
89
Properties=species:S:1:pos:R:3:mulliken_charge:R:1
C -0.134 -5.372 2.482 -0.5481
H 4.267 1.221 2.007 0.3463
H -0.337 3.313 -2.735 0.2135
C -1.470 -1.796 -2.361 0.2085
H -0.744 -3.816 0.246 0.4097
C 3.361 1.273 -2.709 -0.9399
C 2.077 1.554 -1.925 -0.3790
H 2.998 2.354 -4.535 0.3170
H 1.679 0.731 -5.731 0.4005
C -1.985 4.423 -1.871 -0.8958
H -2.613 -2.045 -4.164 0.3525
H 0.184 2.511 0.858 -1.4425
C 0.996 0.565 -2.361 0.4098
H -0.087 4.998 1.023 0.3974
H -2.108 5.017 -2.782 0.4079
C -1.229 5.234 -0.810 -0.7801
C 1.202 -2.185 4.911 -1.1280
H 0.790 -5.504 1.899 0.2963
H 0.060 1.529 3.018 0.1841
H -3.055 -0.729 -0.341 0.0551
H -1.314 -2.309 -1.401 -0.6938
H 2.260 1.484 -0.845 -0.3438
C -3.943 -2.408 -2.506 -0.5937
H -5.216 -0.979 -1.486 0.4011
C 0.128 -5.642 3.940 -0.7161
C -0.772 4.410 0.400 -0.6947
C 2.737 3.148 4.394 -0.4927
C 3.128 1.309 -4.224 -0.7485
H -3.479 0.773 -1.135 0.2420
H 2.083 -4.777 4.163 0.3193
H -0.141 0.055 -4.152 0.1972
C 1.060 -4.610 4.527 -0.6215
H 2.638 0.091 0.690 0.7881
C 2.118 1.312 2.347 2.1727
C -1.291 3.102 -2.226 -0.8833
H -0.891 -6.046 2.082 0.3223
H 4.809 2.844 3.827 0.3524
C 1.771 0.477 1.258 -1.6654
Cl 1.149 -2.076 -0.123 -0.7185
H -3.967 -3.056 -1.619 0.2344
H -0.346 5.689 -1.278 0.3018
C 0.655 0.743 -3.837 -0.4491
H -4.528 -0.392 -2.999 0.3708
H 0.278 1.762 -4.006 0.1222
Cl -1.782 0.442 1.593 -0.6052
H -1.973 0.198 -3.047 0.8569
O -0.400 -1.786 2.800 -0.9566
Co 0.187 -0.551 1.133 0.7317
H 0.572 -6.637 4.053 0.3650
H -1.911 2.524 -2.929 0.2648
H -2.992 4.193 -1.499 0.3705
C 1.091 1.845 3.183 0.1640
H -1.638 4.157 1.028 0.4046
H -4.705 -2.793 -3.195 0.3880
C 1.909 0.501 -4.685 -0.9092
H 0.850 3.344 -0.542 0.3242
H 3.741 0.284 -2.416 0.3995
C -1.391 -3.742 1.134 -1.3295
C -3.185 -0.267 -1.327 -0.5383
H -0.823 -5.636 4.493 0.2817
H 0.940 -2.272 5.973 0.3340
H 1.746 2.579 -2.145 0.2651
H -1.863 6.061 -0.469 0.4128
H 1.076 -4.672 5.617 0.3277
C 3.771 2.572 3.625 -0.4467
H 4.021 0.937 -4.738 0.3970
H 0.606 3.196 4.781 0.3769
H 0.822 -1.235 4.524 0.2779
C -0.146 -2.988 3.080 0.4637
H 2.302 -2.191 4.828 0.3390
H -2.203 -4.474 1.044 0.3983
H -0.514 -1.871 -2.895 0.4680
C -4.306 -0.978 -2.097 -0.9074
C 3.479 1.669 2.618 -0.6973
C -0.086 3.109 -0.021 0.5504
H 4.125 2.007 -2.428 0.3977
C -2.565 -2.505 -3.167 -0.9621
P -0.496 0.592 -1.273 -1.2494
C -1.858 -0.336 -2.092 0.3911
H -2.287 -3.556 -3.313 0.3879
C -1.026 2.326 -0.946 -0.0660
N -0.639 -4.023 2.339 0.3467
C 1.405 2.769 4.174 -1.0418
H 1.386 -0.454 -2.188 0.7141
H 2.150 -0.570 -4.641 0.3786
H -1.965 2.178 -0.395 0.9662
H 2.976 3.881 5.163 0.3567
N 0.622 -3.283 4.168 0.2759
H -1.803 -2.730 1.186 0.2442
```

The calculation puts the frontier orbital gap (alpha / beta) at 5.417 / 6.628 eV. The expectation value of S² is 6.0466. Its spin multiplicity is 5. The net charge is -1. For the LUMO energy (alpha / beta), the calculation gives 2.6199 / 2.6168 eV.



4.
Molecular formula: C14H21FInKMgN3O4
Method: DFT, ωB97M-V with the def2-TZVPD basis set

```
46
Properties=species:S:1:pos:R:3:mulliken_charge:R:1
H -0.402 0.563 4.076 0.2284
H 7.275 -0.912 1.133 0.3497
H 4.807 -1.194 0.950 0.3523
O -5.635 -1.175 -6.552 -0.5058
O -4.472 -1.637 0.914 -0.5051
H -6.019 -2.898 -4.936 0.3136
H -0.849 2.194 0.076 0.3272
N 0.683 -0.667 0.482 -0.7253
N 4.612 -0.031 -0.722 -0.3724
C 5.352 -0.590 0.232 -0.1140
O -3.560 -1.182 -5.980 -0.5045
H -4.687 -2.254 -3.927 0.1387
C -0.132 -0.422 3.731 -0.0963
H -1.246 -1.995 2.606 0.6294
F 0.234 -1.182 4.894 -0.3883
H 1.342 2.388 -0.420 0.4113
H -1.332 0.923 -0.996 0.3766
O -4.984 0.376 0.123 -0.4380
C -2.900 2.227 2.815 -0.4854
C -4.260 -0.453 0.752 0.4534
C 0.429 0.503 0.063 0.7701
H 2.487 1.127 0.070 0.2538
C -1.907 3.057 3.124 -0.7573
C -0.938 1.117 -0.002 -1.0968
H 4.621 1.161 -2.386 0.3330
H -4.354 -3.505 -5.160 0.2923
C -4.966 -2.647 -4.900 -0.5890
C 5.248 0.715 -1.621 -0.0250
C -1.409 -0.984 3.044 -1.8706
H 7.080 1.548 -2.374 0.3519
N -4.699 -1.576 -5.900 0.8514
H -0.208 -1.088 0.754 0.1835
C 7.370 0.344 -0.613 -0.1543
H 1.747 1.091 -1.492 0.2635
C 6.726 -0.435 0.334 -0.5073
H 8.441 0.490 -0.570 0.3709
H 0.700 -0.407 3.043 0.3396
C 1.564 1.329 -0.450 -1.0981
Mg -6.281 -0.017 -1.325 0.5977
H -1.693 3.338 4.146 0.2994
In -2.301 0.459 1.604 1.0105
C 6.617 0.933 -1.615 -0.5624
H -2.151 -1.122 3.862 0.6461
H -1.276 3.420 2.324 0.2661
K -0.753 -3.265 3.641 1.0398
H -3.925 2.334 3.146 0.3458
```

The calculation puts the frontier orbital gap at 3.732 eV. The net charge is +1. For the LUMO energy, the calculation gives -5.9573 eV.



5.
Molecular formula: C6H8Cl4Si
Method: DFT, ωB97M-V with the def2-TZVPD basis set

```
19
Properties=species:S:1:pos:R:3:mulliken_charge:R:1
H 2.417 -1.180 -2.529 0.3325
C 1.021 1.218 -2.528 -0.5888
C 0.672 0.061 -2.092 0.0859
H -2.272 0.190 3.290 0.2967
H 0.378 2.117 -2.506 0.2350
C 1.428 -1.186 -1.884 -0.4634
Cl 0.553 1.369 1.426 -0.1583
H -2.907 -1.285 2.485 0.2473
Cl -3.189 0.780 -1.179 -0.2777
Cl -2.545 -2.305 -0.593 -0.2196
Si -1.798 -0.509 -0.486 0.5994
H 0.950 -2.071 -2.390 0.2700
H -1.349 2.169 0.635 0.2510
H 1.997 1.400 -3.186 0.2067
H -1.624 2.028 2.332 0.4701
C -1.809 0.164 1.287 0.4282
C -1.224 1.548 1.481 -0.7356
Cl 1.667 -1.448 -0.044 -0.1579
C -2.232 -0.396 2.401 -0.8217
```

The calculation puts the frontier orbital gap (alpha / beta) at 7.433 / 7.579 eV. The net charge is 0. For the LUMO energy (alpha / beta), the calculation gives -0.9074 / -1.0759 eV. Its energy above the lowest of the compared OMol25 structures with the same formula, charge and spin is 76.3 kcal per mole.